(1)
# C3H9N3

2 unconnected molecules or ions with the total composition C3H9N3 in a non-equilibrium geometry (ωB97M-V/def2-TZVPD, OMol25).

Results
energy relative to the best compared isomer or geometry (same formula, charge and spin)	68.3	kcal/mol
E	-7724.6133	eV
SMILES string	C/C=N/N.C=N
HOMO-LUMO gap	10.15	eV

CARTESIAN COORDINATES (ANGSTROEM)
C 1.430 1.608 -1.653
C 1.705 0.387 -0.829
N 0.828 -0.115 -0.111
N 1.125 -1.138 0.746
H 2.313 2.225 -1.714
H 0.524 2.002 -1.206
H 1.069 1.291 -2.620
H 2.723 -0.099 -0.805
H 0.294 -1.694 0.882
H 1.987 -1.605 0.559
C -1.993 -0.829 0.832
N -2.012 -0.730 -0.422
H -1.154 -0.447 1.470
H -2.838 -1.324 1.143
H -1.310 -0.249 -0.986

Results of the natural (NBO) charge analysis, in e, for atoms 1 through 2: C -0.66; C 0.06

(2)
# C37H57BN8O

9 unconnected molecules or ions with the total composition C37H57BN8O in a non-equilibrium geometry (ωB97M-V/def2-TZVPD, OMol25).

Results
energy relative to the best compared isomer or geometry (same formula, charge and spin)	115.4	kcal/mol
E	-53910.6861	eV
HOMO-LUMO gap	4.12	eV

CARTESIAN COORDINATES (ANGSTROEM)
C -2.358 1.964 1.417
C -1.204 0.895 1.209
C -1.759 -0.523 1.640
C -0.734 -1.547 1.454
C -0.251 -1.552 -0.029
C -0.049 -0.185 -0.732
N -0.872 0.899 -0.131
O -0.902 1.890 -0.922
C -0.418 -0.417 -2.251
C 1.487 0.116 -0.654
C 0.047 1.484 1.970
H -2.070 3.111 1.377
H -2.668 1.912 2.444
H -3.037 1.983 0.664
H -2.503 -0.983 1.330
H -2.103 -0.660 2.659
H -1.280 -2.474 1.596
H 0.028 -1.165 1.998
H -1.081 -2.032 -0.460
H 0.534 -2.169 -0.212
H -1.363 -0.607 -2.662
H 0.013 -1.166 -2.504
H -0.218 0.614 -2.813
H 1.803 0.070 0.513
H 1.726 1.153 -1.144
H 2.048 -0.524 -1.309
H 0.349 2.501 1.519
H 0.886 0.866 2.007
H -0.066 1.415 3.056
B -4.576 -0.074 -2.455
H -5.786 -0.216 -2.245
H -4.045 -0.827 -3.435
H -4.548 1.149 -2.796
H -3.983 -0.412 -1.579
N -2.831 -3.245 -1.622
C -3.036 -4.149 -0.494
C -1.901 -5.167 -0.680
C -1.318 -4.877 -1.947
C -2.050 -3.770 -2.594
H -3.382 -2.395 -1.491
H -3.669 -3.850 0.355
H -1.786 -5.880 -0.080
H -0.532 -5.276 -2.340
H -1.930 -3.307 -3.667
N 3.374 2.645 -3.114
C 2.352 2.164 -3.878
C 2.596 0.761 -4.056
C 3.822 0.385 -3.342
C 4.248 1.583 -2.733
H 3.481 3.547 -2.991
H 1.514 2.836 -4.179
H 1.896 -0.064 -4.627
H 4.501 -0.310 -3.318
H 5.074 2.014 -1.928
N 2.518 5.905 -3.125
C 3.183 5.995 -1.853
C 2.331 5.344 -0.777
C 1.114 4.832 -1.541
C 1.257 5.173 -3.046
H 2.766 6.299 -4.002
H 4.027 6.400 -1.673
H 2.615 5.407 0.130
H 0.368 4.249 -1.096
H 0.610 4.968 -3.771
N -2.990 -0.289 5.447
C -2.469 -1.612 5.246
C -3.249 -2.346 4.071
C -4.326 -1.296 3.658
C -4.134 -0.141 4.634
H -2.625 0.523 5.955
H -1.622 -2.023 5.681
H -3.231 -3.319 3.868
H -5.061 -1.244 2.958
H -4.656 0.835 4.688
N 0.196 -3.933 6.501
C 0.859 -2.750 6.234
C 1.112 -2.630 4.792
C 0.469 -3.845 4.160
C -0.051 -4.724 5.370
H -0.189 -4.181 7.497
H 1.114 -2.037 6.961
H 1.817 -1.791 4.379
H 0.553 -4.128 3.168
H -0.571 -5.838 5.546
N 5.492 1.121 2.421
C 5.609 0.366 3.670
C 4.612 -0.800 3.452
C 3.932 -0.569 2.174
C 4.663 0.570 1.476
H 5.987 1.943 2.270
H 6.063 0.712 4.512
H 4.482 -1.633 4.171
H 3.288 -1.388 1.797
H 4.333 1.171 0.329
N -2.176 1.412 -5.017
C -1.642 0.152 -5.469
C -0.343 0.504 -6.196
C -0.220 1.902 -6.057
C -1.373 2.395 -5.303
H -2.850 1.269 -4.390
H -2.147 -0.638 -5.302
H 0.189 -0.230 -6.570
H 0.535 2.474 -6.612
H -1.639 3.333 -5.211

Results of the Mulliken charge analysis, in e, for atoms 1 through 2: C -2.08; C 1.78

(3)
# C14H25NNaO13S

A molecular structure, C14H25NNaO13S in a non-equilibrium geometry (ωB97M-V/def2-TZVPD, OMol25).

Results
charge	-3
E	-58282.3251	eV
HOMO-LUMO gap	4.73	eV

CARTESIAN COORDINATES (ANGSTROEM)
Na -0.979 -0.877 -0.952
C -5.676 -4.013 -0.140
C -5.110 -5.119 0.558
C -3.581 -5.370 0.319
O -3.091 -6.475 0.414
C -2.827 -4.179 -0.084
C -3.400 -3.006 -0.612
C -4.895 -3.002 -0.691
O -5.209 -1.903 -1.257
O -2.788 -2.041 -1.077
O -5.712 -6.057 1.238
H -6.732 -3.871 -0.204
H -1.748 -4.211 -0.218
S 0.619 1.904 -0.281
O -0.532 2.728 -0.696
O 1.548 2.562 0.668
O 0.080 0.659 0.317
O 1.456 1.406 -1.521
C 4.555 1.852 1.424
C 4.854 0.632 0.497
C 3.616 -0.285 0.536
O 3.449 -0.763 1.884
C 2.225 -0.409 2.482
N 5.125 1.072 -0.887
H 5.458 2.429 1.534
H 4.275 1.488 2.395
H 3.784 2.514 0.969
H 5.809 0.209 0.909
H 3.837 -1.176 -0.141
H 2.820 0.367 0.205
H 2.263 0.605 2.824
H 2.157 -0.999 3.383
H 1.344 -0.578 1.841
H 5.269 0.193 -1.366
H 4.232 1.432 -1.274
C -1.725 3.203 1.880
C -2.707 2.848 2.920
O -2.320 1.748 3.783
O -0.494 3.604 2.440
H -2.209 4.028 1.349
H -1.574 2.405 1.143
H -3.509 2.462 2.256
H -3.036 3.583 3.640
H -1.996 1.077 3.209
H 0.179 3.159 1.902
C 0.217 -0.465 -4.059
C -0.118 1.035 -4.106
O 1.042 1.832 -4.067
O 0.706 -0.805 -2.786
H 0.987 -0.824 -4.722
H -0.630 -1.145 -4.275
H -0.676 1.236 -3.190
H -0.859 1.300 -4.872
H 1.206 1.979 -3.105
H 1.021 0.024 -2.338

Results of the natural (NBO) charge analysis, in e, for atoms 1 through 2: Na 0.95; C -0.56

(4)
# C3H9N3O2

C3H9N3O2 in the gas phase in a non-equilibrium geometry (ωB97M-V/def2-TZVPD, OMol25).

Results
energy relative to the best compared isomer or geometry (same formula, charge and spin)	98.5	kcal/mol
E	-11819.7894	eV
SMILES string	CN(O)/C(N)=C(\N)O
HOMO-LUMO gap	7.69	eV

CARTESIAN COORDINATES (ANGSTROEM)
C -2.006 0.419 0.856
N -0.698 0.700 0.295
O -0.891 1.366 -1.035
C 0.123 -0.436 0.130
N -0.425 -1.715 0.391
C 1.382 -0.300 -0.338
N 1.975 0.898 -0.737
O 2.203 -1.408 -0.376
H -2.551 -0.351 0.301
H -2.582 1.345 0.861
H -1.867 0.096 1.886
H -1.136 2.274 -0.810
H 0.248 -2.424 0.123
H -0.670 -1.843 1.366
H 2.500 0.832 -1.604
H 1.293 1.648 -0.773
H 3.101 -1.100 -0.537

Results of the natural (NBO) charge analysis, in e, for atoms 1 through 2: C -0.43; N -0.18

(5)
# CH5N4S

A molecular structure, CH5N4S in a non-equilibrium geometry (ωB97M-V/def2-TZVPD, OMol25).

Results
energy relative to the best compared isomer or geometry (same formula, charge and spin)	5.3	kcal/mol
charge	+1
E	-17904.3510	eV
HOMO-LUMO gap	9.53	eV

CARTESIAN COORDINATES (ANGSTROEM)
C 1.391 1.177 0.134
N 2.015 2.231 0.764
N 1.310 2.659 1.760
N 0.213 2.045 1.944
N -0.547 -0.973 -0.647
S -0.081 0.742 0.811
H 1.667 0.900 -0.891
H -0.206 2.277 2.932
H -1.424 -1.213 -0.092
H 0.072 -1.752 -0.773
H -0.977 -0.740 -1.543

Results of the natural (NBO) charge analysis, in e, for atoms 1 through 2: C -0.16; N -0.20